Record 1
Density functional theory data (the ωB97M-V functional and the def2-TZVPD basis) for one molecule with the formula C16H20ClN5O3S2.

XYZ file:
```
47
Properties=species:S:1:pos:R:3:forces:R:3:nbo_charge:R:1
C 5.22434 -1.11417 0.27216 0.601 -0.119 -0.028 -0.412
N 3.90804 -0.54850 0.22010 -0.736 0.217 -0.074 -0.354
C 3.41854 0.37700 -0.64313 0.200 -0.109 0.046 0.153
N 2.17825 0.65611 -0.36419 0.051 0.668 -0.811 -0.283
N 1.81964 -0.07184 0.69729 -0.192 -0.202 0.738 -0.295
C 2.84702 -0.79793 1.04462 0.330 -0.277 0.254 0.142
S 2.91334 -1.92892 2.37791 -0.193 -0.012 0.227 0.242
C 1.66487 -3.15527 1.82566 0.450 0.040 -0.254 -0.601
C 0.52348 -2.47528 1.08292 0.122 -0.366 0.377 0.689
O 0.32948 -2.68820 -0.08884 -0.049 -0.004 -0.249 -0.582
N -0.20343 -1.65377 1.88457 -0.334 -0.054 0.523 -0.609
C -1.08712 -0.66220 1.47506 -0.160 0.215 -0.126 0.147
C -1.59946 -0.58797 0.18353 0.062 -0.210 -0.041 -0.248
C -2.40368 0.47482 -0.17214 -0.146 0.162 -0.533 -0.242
S -2.84784 0.66882 -1.90397 -0.083 0.097 -0.017 2.332
O -3.12661 -0.61328 -2.47560 0.337 -0.155 0.164 -0.935
O -3.84467 1.69566 -1.99656 0.212 0.149 0.252 -0.945
N -1.46297 1.25043 -2.60047 -0.961 -0.324 0.170 -0.673
C -1.04390 2.55695 -2.14927 -0.042 0.766 0.071 -0.238
C -0.08593 3.16024 -3.17359 0.085 -0.162 0.236 -0.399
C 1.10377 2.22451 -3.37026 -0.074 0.052 -0.265 -0.408
C 0.59962 0.85022 -3.80244 0.005 0.058 0.310 -0.399
C -0.36965 0.31622 -2.75078 0.372 -0.642 -0.256 -0.248
C -2.74873 1.46180 0.72936 -0.112 0.126 0.014 -0.219
C -2.28298 1.37894 2.03120 0.050 -0.109 -0.102 -0.220
C -1.45073 0.33387 2.38976 -0.109 -0.005 -0.257 -0.042
Cl -0.83305 0.26879 4.00705 0.052 0.029 0.186 0.005
H 5.93424 -0.38900 0.67489 -0.015 -0.080 -0.019 0.213
H 5.54020 -1.40612 -0.72932 -0.005 -0.027 0.075 0.219
H 5.20691 -1.98851 0.92247 0.008 0.068 -0.115 0.237
H 3.98400 0.80935 -1.44222 0.203 0.106 -0.189 0.209
H 2.15288 -3.87194 1.16495 -0.251 0.050 0.030 0.246
H 1.32416 -3.65440 2.73191 -0.011 -0.002 0.012 0.245
H 0.12013 -1.52742 2.83934 0.074 -0.139 -0.322 0.418
H -1.36708 -1.35050 -0.53971 0.077 -0.076 0.021 0.279
H -1.94598 3.16128 -2.04732 0.161 0.114 0.062 0.232
H -0.53894 2.48573 -1.17288 -0.029 0.017 -0.023 0.185
H -0.61322 3.28804 -4.11990 -0.049 0.076 -0.041 0.204
H 0.24747 4.13893 -2.82557 -0.050 0.037 -0.002 0.211
H 1.78429 2.63300 -4.11992 0.060 0.013 0.028 0.204
H 1.64223 2.12303 -2.42544 0.048 0.038 0.008 0.212
H 1.43078 0.15238 -3.91217 -0.010 -0.066 -0.027 0.208
H 0.08272 0.93058 -4.75973 -0.002 -0.063 -0.083 0.204
H -0.80372 -0.63568 -3.05641 0.183 -0.032 0.018 0.235
H 0.16789 0.18854 -1.79965 -0.060 -0.026 -0.090 0.204
H -3.38304 2.27028 0.40489 -0.074 0.132 0.035 0.246
H -2.54705 2.12900 2.76045 0.005 0.029 0.069 0.233
```
Forces are in eV/Å.

As for the total charge: 0. The total energy is -2377.78142 hartree. The structure (SMILES) is Cn1cnnc1SCC(=O)Nc1cc(S(=O)(=O)N2CCCCC2)ccc1Cl. The value obtained for the LUMO energy is 0.00751 Eh.


Record 2
Density functional theory data (the ωB97M-V functional and the def2-TZVPD basis) for C49H63AsN6OTeV as an isolated structure.

XYZ file:
```
122
Properties=species:S:1:pos:R:3:forces:R:3:lowdin_spin:R:1
V -1.38744 -2.33209 -0.70911 0.868 -0.141 0.899 1.595
C -5.48953 -1.74340 0.45903 -0.072 0.131 -0.099 0.005
C -4.17001 -1.97414 -0.19059 0.278 0.028 0.123 0.043
N -3.03836 -1.86353 0.43785 -0.774 -0.061 0.275 0.034
C -3.01078 -1.41815 1.84248 0.150 -0.140 -0.115 0.007
C -1.57196 -1.40188 2.39881 -0.083 -0.428 -0.364 0.006
N -0.74223 -2.54630 2.00395 -0.962 0.311 0.897 0.029
C -1.33695 -3.85487 2.26505 0.092 0.120 -0.155 0.002
C -0.54569 -4.91181 1.52359 -0.170 -0.033 -0.184 0.001
N -0.69811 -4.68820 0.05923 0.237 0.548 0.233 0.006
C 0.46190 -5.06984 -0.79871 -0.234 0.010 0.122 0.001
C 0.84498 -3.89568 -1.69765 -0.225 -0.019 -0.137 0.012
N -0.42579 -3.31767 -2.11831 0.401 -0.643 -0.977 0.026
C -0.99940 -3.43065 -3.27067 0.073 0.113 0.161 0.061
C -0.36016 -3.88996 -4.53384 -0.112 -0.139 -0.059 0.008
C -2.42460 -3.06098 -3.19669 0.080 0.117 0.443 0.087
C -3.39106 -3.18642 -4.16685 -0.198 -0.042 -0.269 -0.017
C -4.71043 -2.88218 -3.84558 -0.010 -0.017 0.039 0.094
C -5.04743 -2.49942 -2.54635 -0.176 0.065 -0.195 -0.015
C -4.04788 -2.38297 -1.60554 0.289 0.031 0.062 0.081
N -2.76086 -2.63786 -1.94911 -1.048 -0.401 -0.896 0.021
H -5.65904 -2.50993 1.21943 0.003 0.007 0.013 0.002
H -6.31182 -1.78099 -0.24962 0.018 -0.003 0.033 0.000
H -5.51008 -0.77554 0.96395 0.005 -0.026 -0.013 0.002
H -3.63679 -2.07459 2.44627 -0.081 -0.088 0.016 0.001
H -3.43674 -0.41608 1.92501 -0.048 0.056 -0.039 0.001
H -1.63343 -1.37984 3.48656 0.039 0.075 0.051 0.000
H -1.05222 -0.50179 2.07311 0.035 0.114 -0.024 0.009
H -0.50232 -2.47389 1.03054 0.967 -0.004 0.321 0.008
H -1.32444 -4.03261 3.34141 0.044 -0.069 0.003 0.001
H -2.38153 -3.93034 1.92762 -0.063 0.043 0.100 0.001
H 0.50214 -4.82802 1.78363 0.165 0.023 -0.029 0.000
H -0.89992 -5.89837 1.81774 0.025 -0.141 -0.054 0.000
H -1.51531 -5.19453 -0.25093 -0.078 -0.102 -0.056 0.002
H 0.20844 -5.92746 -1.41930 -0.064 -0.126 0.047 0.000
H 1.31183 -5.33684 -0.17769 0.050 -0.064 0.085 0.000
H 1.48610 -4.20599 -2.51795 0.034 -0.072 -0.107 0.001
H 1.37740 -3.16832 -1.09071 0.043 0.224 -0.009 0.003
H 0.72073 -3.80124 -4.48665 0.038 -0.003 0.012 0.000
H -0.71611 -3.28058 -5.36468 0.007 -0.014 0.008 0.002
H -0.61526 -4.93168 -4.74849 -0.001 0.040 -0.004 0.004
H -3.12843 -3.53360 -5.15811 -0.031 0.070 0.023 -0.002
H -5.48187 -2.95778 -4.60069 0.031 -0.028 0.044 0.005
H -6.07689 -2.28814 -2.29219 0.027 -0.032 -0.028 -0.002
C 2.34351 -3.02648 3.77903 -0.035 0.024 0.129 0.000
As 2.41990 -2.68927 1.85985 0.149 -0.185 -0.210 0.000
C 4.27123 -3.26552 1.62273 0.161 0.163 0.052 0.000
C 2.54802 -0.70464 1.95677 0.321 -0.024 0.072 0.000
C 3.88541 -0.15820 2.37288 -0.154 -0.158 0.054 0.000
C 4.92834 -0.06686 1.45256 0.059 0.056 -0.054 0.000
C 6.17633 0.40739 1.83115 -0.058 -0.040 -0.001 0.000
C 6.40459 0.79079 3.14829 0.043 0.013 -0.040 0.000
C 5.37400 0.71155 4.07149 -0.124 -0.059 0.045 0.000
C 4.12243 0.23820 3.68573 0.044 0.078 0.058 0.000
H 3.14928 -2.49146 4.28558 -0.035 -0.024 -0.019 0.000
H 2.46477 -4.09359 3.96879 -0.013 0.025 -0.014 0.000
H 1.38259 -2.70244 4.18182 0.034 -0.017 -0.039 0.000
H 4.96020 -2.74000 2.28450 -0.023 -0.008 -0.015 0.000
H 4.60065 -3.13824 0.59200 -0.016 0.007 0.002 0.000
H 4.29629 -4.32879 1.86324 0.003 -0.021 -0.028 0.000
H 1.76962 -0.42405 2.67027 -0.057 0.074 -0.050 0.000
H 2.26879 -0.33731 0.96933 -0.033 0.051 -0.072 0.000
H 4.75455 -0.37560 0.42533 0.038 0.012 0.037 0.000
H 6.97603 0.46878 1.10294 -0.031 -0.004 0.022 0.000
H 7.38277 1.14483 3.45177 -0.072 0.000 -0.031 0.000
H 5.54177 1.01324 5.09921 -0.017 -0.019 -0.066 0.000
H 3.31591 0.19314 4.41123 0.050 -0.017 -0.011 0.000
C 0.81673 5.98972 4.78791 -0.059 -0.085 -0.115 0.005
C 0.65489 5.00045 3.66339 -0.055 0.083 0.096 0.030
C 1.75851 4.48451 2.99224 0.094 0.026 0.022 -0.001
C 1.62714 3.56696 1.96183 0.165 -0.088 -0.072 0.028
C 2.86868 3.04511 1.26908 -0.245 0.038 0.054 0.018
C 0.32941 3.17045 1.58857 -0.045 -0.124 0.082 0.048
Te 0.20104 1.77135 0.03308 -0.001 0.344 0.241 0.590
N -0.59865 -0.85318 -1.09851 0.344 0.405 -0.904 -0.054
C -0.42170 -0.40760 -2.41774 0.021 -0.049 0.375 0.005
O -1.30964 -0.45195 -3.25876 0.012 -0.013 0.080 -0.016
C 0.92812 0.12998 -2.79592 -0.036 -0.011 0.173 0.006
C 1.01573 0.99461 -3.88568 0.032 0.024 -0.007 0.001
C 2.23877 1.55058 -4.23370 -0.024 0.011 0.059 0.000
C 3.37914 1.23480 -3.50126 0.007 -0.012 -0.022 0.001
C 3.30067 0.35301 -2.42870 -0.002 0.054 -0.021 0.002
C 2.07599 -0.19424 -2.07261 0.037 0.006 -0.104 0.011
C -1.13252 2.82925 -1.20957 0.075 -0.074 -0.130 0.036
C -2.41280 2.35989 -1.49970 -0.071 -0.156 0.005 0.010
C -2.99089 1.06663 -0.97227 -0.053 0.311 0.002 0.016
C -3.20062 3.11658 -2.36593 -0.047 -0.012 -0.032 -0.001
C -2.73689 4.27820 -2.96294 -0.025 0.027 -0.050 0.008
C -3.59472 5.07071 -3.91453 0.096 -0.047 0.090 0.001
C -1.43596 4.69560 -2.67394 -0.072 0.046 -0.090 0.001
C -0.61694 3.99578 -1.80785 0.129 0.044 0.112 0.015
C 0.78282 4.50011 -1.53845 -0.175 -0.092 0.023 0.022
C -0.80642 3.64405 2.26856 -0.164 0.024 -0.063 0.024
C -2.22296 3.19442 1.97000 0.280 0.146 0.005 0.013
C -0.61428 4.56518 3.28794 -0.011 -0.002 0.036 -0.002
H 1.86166 6.24935 4.94925 -0.033 -0.014 -0.017 0.000
H 0.41589 5.57937 5.71685 0.023 0.007 -0.022 0.002
H 0.26084 6.90465 4.57420 0.033 -0.020 0.004 0.002
H 2.75367 4.80426 3.28323 -0.045 -0.006 -0.018 0.000
H 3.76775 3.43956 1.73885 -0.014 -0.020 0.020 0.001
H 2.89146 3.33359 0.21522 0.016 0.020 0.009 0.004
H 2.93056 1.95460 1.32292 0.013 0.072 -0.007 0.005
H 0.11460 1.21864 -4.44349 0.037 0.029 0.025 0.000
H 2.30493 2.23429 -5.07182 -0.002 -0.055 0.036 0.000
H 4.33545 1.66697 -3.77504 -0.079 -0.026 0.021 0.000
H 4.19615 0.10452 -1.87200 -0.039 -0.029 -0.026 0.000
H 2.00203 -0.89208 -1.24867 -0.014 0.021 0.107 0.000
H -2.37138 0.61474 -0.19908 -0.061 0.067 0.004 0.015
H -3.05809 0.34301 -1.78926 0.023 0.047 0.047 0.001
H -3.99417 1.23479 -0.57066 0.027 0.042 0.006 0.001
H -4.20527 2.76762 -2.58823 0.063 0.029 0.001 0.000
H -4.57377 4.61294 -4.04639 0.023 0.014 0.011 0.000
H -3.11434 5.14250 -4.89216 -0.018 -0.003 0.028 0.000
H -3.73552 6.08870 -3.54667 -0.009 -0.031 -0.012 0.000
H -1.04942 5.59279 -3.14904 -0.032 -0.054 0.043 0.000
H 1.02634 5.33162 -2.19740 -0.016 -0.035 -0.013 0.002
H 1.52928 3.71560 -1.70969 -0.008 0.041 -0.009 0.012
H 0.87868 4.85337 -0.50834 0.035 -0.021 -0.037 0.001
H -2.24723 2.29464 1.35908 -0.051 -0.069 -0.022 0.011
H -2.77634 3.97234 1.43800 0.038 -0.051 -0.003 0.000
H -2.75324 2.98350 2.89968 0.026 0.034 -0.012 0.001
H -1.48273 4.94381 3.82036 0.058 -0.031 -0.027 0.000
```
Forces are in eV/Å.

As for the total charge: +2. The total energy is -5756.06127 hartree. The spin multiplicity is 4. The value obtained for the LUMO energy (alpha / beta) is -0.20798 / -0.26476 Eh. For the energy above the lowest of the compared OMol25 structures with the same formula, charge and spin, the calculation gives 2.939 eV.


Record 3
Density functional theory data (the ωB97M-V functional and the def2-TZVPD basis) for an isolated ion of composition C15H26F8N4O5P and charge +1.

XYZ file:
```
59
Properties=species:S:1:pos:R:3:forces:R:3:nbo_charge:R:1
C -5.52759 0.74665 2.52968 -0.030 -0.242 -0.057 -0.623
C -4.49039 0.24302 1.54249 -0.398 0.273 -0.136 -0.063
O -3.58947 1.29193 1.19484 0.022 0.042 0.175 -0.555
C -3.40002 1.46085 -0.18746 -0.075 -0.026 -0.127 -0.081
C -2.40761 2.58222 -0.45612 -0.247 0.383 -0.135 -0.076
O -1.35323 2.60887 0.49769 -0.114 -0.233 -0.215 -0.544
C -0.11866 3.08083 0.01902 -0.055 0.174 0.278 -0.058
C 0.90284 1.90927 -0.01115 0.014 0.384 -0.838 -0.279
P 2.60766 2.57599 -0.18432 0.457 -0.189 0.043 2.267
N 3.62973 1.51732 -0.62533 -0.345 0.143 0.443 -1.360
O 2.87890 3.38775 1.16099 -0.126 -0.174 0.027 -0.969
O 2.35895 3.74168 -1.24615 -0.231 -0.232 -0.130 -0.982
C 0.55091 0.99828 -1.21920 -0.177 -0.502 0.572 -0.237
N -0.53288 0.17476 -0.61735 0.542 0.165 0.452 -0.612
C -0.40135 0.25080 0.73373 -0.394 0.007 0.445 0.799
N -1.23728 -0.40945 1.52529 0.748 -0.176 -0.237 -0.763
N 0.61320 1.06600 1.15693 0.188 -0.809 -0.373 -0.455
C 1.58911 0.48177 2.09791 -0.099 -0.030 0.273 -0.232
C 2.38728 -0.69338 1.55847 0.069 -0.005 -0.036 -0.103
O 1.47601 -1.78699 1.47578 0.073 -0.010 -0.211 -0.553
C 2.03919 -3.00044 1.02494 0.045 0.006 0.247 -0.130
C 1.38684 -3.53818 -0.26162 0.081 0.106 -0.151 0.620
F 0.19291 -2.91270 -0.52885 0.164 0.079 0.091 -0.348
F 1.14271 -4.84692 -0.09934 -0.172 -0.074 0.002 -0.296
C 2.29444 -3.38465 -1.50929 -0.146 0.006 0.028 0.573
F 3.28049 -4.27627 -1.39174 0.204 -0.062 0.071 -0.286
F 2.85155 -2.13811 -1.47260 -0.088 0.067 -0.077 -0.330
C 1.59784 -3.57733 -2.88963 0.022 0.106 0.157 0.573
F 2.51600 -4.02947 -3.74548 0.112 -0.031 -0.160 -0.282
F 0.64552 -4.51227 -2.75293 -0.105 -0.099 0.011 -0.295
C 0.97036 -2.25842 -3.44757 0.039 -0.057 0.211 0.534
F -0.26452 -2.51490 -3.91061 -0.092 0.013 -0.106 -0.312
F 1.73429 -1.79239 -4.44430 0.046 0.069 -0.129 -0.305
H -6.20313 -0.07583 2.78595 0.064 0.117 0.028 0.222
H -5.06068 1.10923 3.44759 -0.036 0.035 -0.129 0.220
H -6.12257 1.54239 2.07531 0.115 -0.025 0.106 0.221
H -4.99434 -0.12944 0.64058 0.110 -0.037 0.117 0.182
H -3.92412 -0.58787 1.98801 -0.083 -0.034 -0.011 0.144
H -4.34180 1.75780 -0.67124 0.065 -0.180 -0.055 0.191
H -3.05412 0.52359 -0.65411 -0.109 0.156 0.084 0.157
H -2.92076 3.55167 -0.43788 0.051 -0.108 0.077 0.196
H -2.02247 2.43514 -1.47479 -0.002 0.036 0.119 0.174
H 0.23090 3.86949 0.69556 -0.081 -0.019 -0.052 0.190
H -0.21835 3.51624 -0.97892 0.144 0.012 0.110 0.206
H 4.46608 1.42233 -0.06425 0.134 -0.026 -0.262 0.412
H 2.13156 3.47904 1.76534 0.056 0.184 -0.051 0.516
H 2.65130 3.46856 -2.12909 0.156 0.166 0.093 0.528
H 0.18029 1.55574 -2.07849 0.116 -0.018 0.067 0.228
H 1.39708 0.35732 -1.48663 -0.020 0.145 -0.125 0.236
H -0.58282 -0.80653 -0.87384 -0.313 0.138 -0.338 0.433
H -2.19834 -0.53028 1.24609 0.174 -0.195 -0.173 0.442
H -0.95942 -0.72062 2.44030 -0.084 0.325 0.122 0.428
H 2.26214 1.23842 2.49884 -0.115 0.130 -0.238 0.239
H 1.00507 0.11974 2.95057 0.133 0.078 0.018 0.222
H 3.20638 -0.89641 2.26266 -0.168 -0.125 0.010 0.197
H 2.83476 -0.49460 0.58082 -0.081 0.159 0.038 0.222
H 3.11308 -2.90536 0.84423 -0.043 0.003 0.066 0.213
H 1.89443 -3.76229 1.79495 -0.056 0.014 -0.101 0.225
H 0.90617 -1.48360 -2.68428 -0.059 -0.008 0.072 0.116
```
Forces are in eV/Å.

As for the total charge: +1. The total energy is -2322.46884 hartree. The structure (SMILES) is CCOCCOC[C@]1(P(=N)(O)O)CNC(N)=[N+]1CCOCC(F)(F)C(F)(F)C(F)(F)C(F)F. The value obtained for the LUMO energy is -0.10353 Eh. For the energy above the lowest of the compared OMol25 structures with the same formula, charge and spin, the calculation gives 0.000 eV.